Molecular formula: C3H10N3
Method: DFT, ωB97M-V/def2-TZVPD

The geometry in XYZ format:
```
16
Properties=species:S:1:pos:R:3:forces:R:3
C -1.46489 -1.92756 -1.22964 0.8 -0.9 0.9
N -0.43189 -2.29748 -0.54875 -0.1 0.2 -2.2
H -1.65878 -0.87827 -1.50975 -0.1 -0.5 0.8
H -2.16050 -2.72037 -1.50267 -0.1 0.4 -0.8
H -0.18354 -3.28139 -0.78963 -0.8 0.5 1.3
C 0.46626 1.66995 0.91998 -1.0 0.7 -1.4
C 0.65330 0.80020 -0.10034 -0.3 1.3 1.7
N 1.24380 -0.44677 0.25121 2.1 -0.4 0.3
N -0.32191 2.80126 0.82609 0.4 -0.5 -0.1
H 0.98056 1.57261 1.87769 -0.3 -0.3 -0.1
H 0.39939 0.92845 -1.11974 -0.5 0.2 -0.6
H 2.17917 -0.54995 -0.19750 -0.7 -0.2 0.4
H 1.39298 -0.40549 1.26906 0.1 -0.5 -0.4
H 0.59135 -1.29467 -0.01914 0.0 0.0 0.0
H -1.09596 2.83254 0.17669 0.4 -0.2 -0.2
H -0.58933 3.19692 1.69644 0.0 0.4 0.6
```
Positions in Å, forces in eV/Å.

The energy relative to the best compared isomer or geometry (same formula, charge and spin) comes out at 257.1 kJ/mol. The calculated total energy comes out at -7735.5993 eV. Its net charge is +1. The HOMO-LUMO gap is 0.3357 hartree.

Mulliken atomic charges, in units of e: number 1, C, carries -0.172; number 2, N, carries -0.492; number 3, H, carries 0.226; number 4, H, carries 0.266; number 5, H, carries 0.234; number 6, C, carries -0.273; number 7, C, carries -0.385; number 8, N, carries -0.277; number 9, N, carries -0.480; number 10, H, carries 0.280; number 11, H, carries 0.515; number 12, H, carries 0.359; number 13, H, carries 0.326; number 14, H, carries 0.384; number 15, H, carries 0.233; number 16, H, carries 0.257